Computed, not measured: C20H23BBr2N6O3RuS2 as an isolated structure at a distorted geometry, with wB97M-V/def2-TZVPD.

```
58
Properties=species:S:1:pos:R:3
Ru -0.58 -0.25 -0.17
C -3.30 1.23 -1.65
C -2.58 0.32 -2.59
C -2.73 0.40 -3.98
C -2.10 -0.50 -4.80
C -1.33 -1.54 -4.24
C -0.71 -2.58 -4.96
Br -0.88 -2.67 -6.85
C 0.03 -3.54 -4.32
C 0.22 -3.48 -2.94
Br 1.32 -4.72 -2.04
C -0.35 -2.47 -2.15
O -0.14 -2.35 -0.88
C -1.17 -1.52 -2.84
N -1.78 -0.59 -2.05
H -4.02 1.86 -2.17
H -2.59 1.88 -1.12
H -3.81 0.64 -0.89
H -3.34 1.19 -4.40
H -2.20 -0.43 -5.87
H 0.49 -4.34 -4.89
N 1.87 -0.61 -0.75
N 2.64 0.43 -1.24
C 2.06 1.59 -1.60
N 2.85 2.57 -2.04
S 0.40 1.82 -1.53
H 2.28 -1.00 0.08
H 1.73 -1.35 -1.44
H 3.63 0.28 -1.40
H 3.84 2.44 -2.22
H 2.42 3.42 -2.35
O -2.06 2.19 1.20
B -1.36 1.02 1.42
O -0.92 0.99 2.75
C -1.36 2.15 3.34
C -1.17 2.61 4.62
C -1.70 3.86 4.92
C -2.38 4.61 3.97
C -2.57 4.13 2.67
C -2.05 2.89 2.39
H -0.65 2.01 5.36
H -1.58 4.25 5.92
H -2.77 5.58 4.24
H -3.10 4.71 1.93
C 2.81 -0.46 3.10
N 1.51 -0.78 2.52
C 1.00 -1.99 2.22
S -0.68 -2.14 1.92
N 1.72 -3.11 2.14
C 3.15 -3.33 2.30
H 2.87 0.62 3.20
H 3.64 -0.79 2.47
H 2.94 -0.90 4.09
H 0.78 -0.13 2.78
H 1.18 -3.89 1.81
H 3.53 -2.90 3.22
H 3.72 -2.93 1.45
H 3.32 -4.40 2.33
```

As for the expectation value of S²: 1.03. The calculation puts the HOMO energy (spin up / spin down) at -9.9 / -9.9 eV. The charge is +1. As for the spin multiplicity: 2. The value obtained for the orbital gap (spin up / spin down) is 6.02 / 6.12 eV.

***

Computed, not measured: C14H32N5O3PS2Sn as an isolated structure, with wB97M-V/def2-TZVPD.

```
58
Properties=species:S:1:pos:R:3
Sn 0.77 2.66 1.07
C 1.92 0.91 -2.64
C 2.73 1.92 -1.87
O 2.58 1.77 -0.44
H 2.02 1.08 -3.71
H 0.86 0.98 -2.38
H 2.26 -0.11 -2.43
H 2.43 2.94 -2.09
H 3.79 1.84 -2.11
H 3.13 1.04 -0.14
C -2.82 4.83 1.12
C -1.76 5.08 0.06
C -0.77 6.14 0.49
C -2.40 5.41 -1.29
N -1.03 3.76 -0.05
N 0.00 3.63 -1.06
H -3.35 5.76 1.33
H -2.39 4.49 2.06
H -3.57 4.11 0.78
H -1.29 7.09 0.59
H 0.02 6.31 -0.24
H -0.32 5.92 1.46
H -3.00 6.32 -1.20
H -3.07 4.61 -1.62
H -1.65 5.60 -2.06
H -1.71 3.02 -0.22
H 0.46 4.54 -1.14
H -0.39 3.41 -1.97
C -1.19 -3.47 2.33
C -1.64 -4.69 1.57
C -1.12 -6.01 2.08
O -1.23 -4.55 0.12
P 0.07 -4.00 -0.47
S -0.02 -3.71 -2.45
S 0.17 -2.04 -1.00
O 1.26 -4.67 0.22
C 2.75 -4.47 0.21
C 3.26 -4.34 -1.20
C 3.06 -3.32 1.13
H -1.57 -3.55 3.35
H -1.60 -2.56 1.90
H -0.10 -3.42 2.40
H -2.72 -4.71 1.45
H -0.04 -6.00 2.18
H -1.42 -6.83 1.43
H -1.55 -6.19 3.07
H 3.06 -5.42 0.66
H 2.96 -3.39 -1.65
H 2.92 -5.16 -1.83
H 4.34 -4.38 -1.17
H 2.71 -2.37 0.71
H 4.15 -3.25 1.24
H 2.63 -3.47 2.11
N -0.44 0.98 0.77
C -1.49 0.41 0.69
N -2.51 -0.27 0.66
C -3.60 -0.15 -0.08
N -4.55 -0.08 -0.72
```

The calculation puts the HOMO energy at -14.7 eV. The charge is +2. As for the spin multiplicity: 1. The value obtained for the orbital gap is 8.05 eV.

***

Computed, not measured: an isolated molecule of C12H14N2O3, with wB97M-V/def2-TZVPD.

```
31
Properties=species:S:1:pos:R:3
C -3.03 -4.42 1.43
O -3.08 -3.64 0.26
C -2.27 -2.55 0.18
C -2.34 -1.81 -1.00
C -1.57 -0.69 -1.19
C -0.68 -0.26 -0.20
N 0.12 0.89 -0.37
C 1.05 1.28 0.66
C 1.83 2.48 0.11
C 3.31 2.12 -0.09
N 4.04 3.13 -0.60
O 3.79 1.05 0.21
C 1.14 2.82 -1.21
C 0.12 1.71 -1.45
O -0.55 1.63 -2.45
C -0.61 -0.99 0.98
C -1.39 -2.12 1.17
H -3.74 -5.23 1.27
H -2.03 -4.85 1.59
H -3.33 -3.85 2.31
H -3.03 -2.14 -1.77
H -1.65 -0.14 -2.11
H 1.75 0.47 0.88
H 0.50 1.54 1.58
H 1.80 3.32 0.80
H 3.64 4.02 -0.84
H 5.02 2.98 -0.77
H 1.83 2.85 -2.06
H 0.61 3.77 -1.18
H 0.05 -0.71 1.78
H -1.30 -2.66 2.10
```

As for the SMILES: COc1ccc(N2C[C@@H](C(N)=O)CC2=O)cc1. The calculation puts the HOMO energy at -7.9 eV. The charge is 0. As for the spin multiplicity: 1. The value obtained for the orbital gap is 8.48 eV.

***

Computed, not measured: C45H41IrN2P2S3 as an isolated structure at a distorted geometry, with wB97M-V/def2-TZVPD.

```
94
Properties=species:S:1:pos:R:3
Ir -0.83 -1.09 0.02
S -0.35 -0.89 2.38
P 1.52 -0.67 1.59
C 1.04 -0.53 -0.06
P 1.48 -0.89 -1.69
S -0.41 -1.11 -2.40
C 2.48 -2.32 -2.11
C 2.64 -2.58 -3.47
C 3.38 -3.68 -3.87
C 3.96 -4.52 -2.91
C 3.80 -4.25 -1.56
C 3.06 -3.15 -1.16
C 2.37 0.48 -2.47
C 1.67 1.52 -3.05
C 2.36 2.61 -3.57
C 3.74 2.66 -3.50
C 4.45 1.61 -2.92
C 3.76 0.52 -2.41
C 2.54 -2.04 2.14
C 2.04 -3.34 2.05
C 2.81 -4.41 2.48
C 4.09 -4.18 2.99
C 4.59 -2.89 3.08
C 3.81 -1.81 2.65
C 2.30 0.83 2.19
C 3.13 1.55 1.33
C 3.71 2.74 1.76
C 3.46 3.20 3.05
C 2.63 2.49 3.90
C 2.04 1.30 3.47
H 2.19 -1.93 -4.21
H 3.50 -3.90 -4.92
H 4.54 -5.38 -3.23
H 4.25 -4.90 -0.82
H 2.94 -2.94 -0.10
H 0.58 1.47 -3.12
H 1.81 3.43 -4.04
H 4.28 3.51 -3.92
H 5.53 1.64 -2.88
H 4.32 -0.30 -1.96
H 1.04 -3.51 1.66
H 2.43 -5.42 2.41
H 4.69 -5.01 3.33
H 5.57 -2.71 3.49
H 4.20 -0.80 2.73
H 3.31 1.20 0.32
H 4.36 3.30 1.10
H 3.91 4.13 3.38
H 2.42 2.86 4.90
H 1.38 0.75 4.13
C -0.08 4.38 -1.02
C -0.90 4.60 0.25
C -1.35 6.06 0.33
C -0.01 4.28 1.47
C -2.09 3.64 0.32
C -3.29 4.04 0.99
C -4.26 3.14 1.33
C -4.13 1.75 1.02
S -5.12 0.64 1.76
C -3.49 -0.97 -0.05
N -2.75 0.11 -0.16
C -2.99 1.38 0.19
C -1.99 2.34 -0.11
C -4.87 -2.75 0.01
C -5.88 -3.76 0.04
C -5.50 -5.03 0.32
C -4.13 -5.35 0.58
C -3.13 -4.41 0.57
C -3.49 -3.10 0.27
H 0.76 5.09 -1.02
H -0.68 4.56 -1.92
H 0.34 3.38 -1.06
H -0.49 6.71 0.14
H -1.74 6.32 1.32
H -2.11 6.29 -0.42
H 0.89 4.90 1.45
H 0.30 3.23 1.47
H -0.54 4.47 2.41
H -3.44 5.08 1.25
H -5.13 3.46 1.89
H -1.13 1.98 -0.65
H -6.92 -3.52 -0.13
H -6.24 -5.82 0.34
H -3.87 -6.38 0.80
H -2.10 -4.66 0.80
C -6.59 -1.07 -2.08
C -6.04 -0.56 -0.74
C -4.91 -1.40 -0.23
N -2.70 -2.00 0.19
H -7.45 -0.47 -2.38
H -6.91 -2.11 -2.02
H -5.84 -1.00 -2.86
H -6.83 -0.55 0.01
H -5.70 0.47 -0.86
```

As for the expectation value of S²: 0.99. The calculation puts the HOMO energy (spin up / spin down) at -9.9 / -10.0 eV. The charge is +1. As for the spin multiplicity: 2. The value obtained for the orbital gap (spin up / spin down) is 4.94 / 5.22 eV.

***

Energy above the lowest of the compared OMol25 structures with the same formula, charge and spin: 298.5 0.0 58.3 38.7 (kJ/mol)